{
  "formula": "C7H17NO",
  "method": "ωB97M-V/def2-TZVPD",
  "gap_ev": 10.23,
  "homo_energy_ev": -9.43,
  "smiles": "CCN(C)C(C)=O.CC",
  "e_above_lowest_kj_mol": 301.8,
  "elements": ["C", "C", "H", "H", "H", "H", "H", "H", "C", "C", "C", "C", "C", "O", "N", "H", "H", "H", "H", "H", "H", "H", "H", "H", "H", "H"],
  "positions_angstrom": [[-0.761, 3.355, -1.082], [0.357, 3.507, -0.090], [-0.805, 3.971, -1.964], [-0.815, 2.314, -1.519], [-1.690, 3.228, -0.597], [0.515, 4.509, 0.334], [0.117, 2.858, 0.838], [1.325, 3.188, -0.482], [-0.050, -1.412, -0.922], [-0.391, 0.026, -0.447], [-1.482, -2.708, 0.596], [2.045, -1.499, 1.036], [0.754, -2.259, 1.144], [0.621, -2.834, 2.210], [-0.104, -2.512, 0.057], [-1.042, -1.472, -1.459], [0.870, -1.333, -1.513], [-0.627, 0.208, 0.599], [-1.243, 0.173, -1.059], [-1.450, -3.677, 1.083], [2.891, -2.123, 0.635], [2.325, -0.902, 1.890], [0.274, 0.878, -0.865], [-1.606, -2.127, 1.544], [-2.126, -2.756, -0.320], [2.096, -0.602, 0.351]],
  "atomic_forces_ev_per_a": [[-0.0492, -2.3945, -1.0411], [0.2073, -0.7453, 1.8650], [0.0364, 0.7581, 0.0973], [0.9134, 0.9375, 0.1697], [-1.3721, 1.0902, 0.7086], [-0.3234, -0.0851, -0.4108], [0.5282, 0.8481, -1.4898], [-0.0439, -0.0580, 0.0118], [-1.9487, 0.7381, -0.1877], [1.3950, 1.6260, -0.7495], [1.1062, -1.3590, -0.0219], [1.4243, 2.1806, -2.7772], [1.2528, -1.6511, 0.5915], [-0.9814, 0.1689, -0.0275], [0.6982, 2.3401, 1.1972], [1.9733, -1.4510, -0.6979], [-0.4712, -0.8436, -0.0563], [0.1206, -0.1480, 0.0593], [-1.3505, 1.0745, 0.2173], [-0.2668, -0.5658, -0.4498], [-0.8758, 0.2612, 0.8469], [-0.0513, -1.0058, 1.1039], [-0.3551, -1.7785, 1.1280], [-0.7918, 0.6069, -1.3932], [-0.0754, 0.5549, 1.5003], [-0.6991, -1.0996, -0.1941]]
}